[1]
The following is a DFT calculation (ωB97M-V/def2-TZVPD) of C20H34N2O3 as an isolated structure at a distorted geometry.

```
59
Properties=species:S:1:pos:R:3:forces:R:3:lowdin_charge:R:1
C -4.48935 3.80271 5.22004 -4.128 -4.993 -0.876 -0.0561
H -3.78427 3.54049 5.89950 2.861 -0.768 1.485 0.0250
H -4.49950 4.78092 5.02999 0.272 3.825 -1.261 0.0169
C -4.60275 2.80646 3.97325 4.637 -1.175 2.959 -0.2077
C -3.42452 2.84454 2.99504 5.783 3.641 4.519 -0.2840
H -3.08697 3.96566 2.72218 -1.648 -2.218 -0.128 0.1338
H -2.27151 2.76684 3.64017 -3.200 -0.357 -1.065 0.1724
C -3.33479 1.84852 1.94518 3.368 6.206 -2.973 -0.2073
H -4.16316 2.09044 1.31947 -0.443 -0.189 -1.507 0.1125
H -3.45004 0.96300 2.27086 -0.867 -6.582 2.543 0.0316
C -1.87329 1.97123 1.25626 -2.859 1.235 -4.675 -0.1032
N -1.67186 0.71495 0.31521 -2.159 9.518 -1.637 -0.1253
C -2.81157 0.69081 -0.95598 12.438 1.004 -0.730 0.0093
C -2.62193 1.96980 -1.59389 -0.665 -3.272 -7.682 -0.2991
N -2.99285 3.07287 -0.96531 12.138 2.748 -1.226 -0.0475
H -3.75188 3.22967 -0.64019 -12.493 1.797 4.242 -0.0069
C -2.03553 3.39277 0.04583 2.326 -1.770 4.306 -0.0843
H -0.93058 3.45357 -0.31358 -2.122 0.314 0.333 0.1238
H -2.31129 4.15437 0.87676 0.292 -0.668 -2.327 0.1058
H -1.55826 2.12120 -2.10050 -2.170 -0.634 1.095 0.1713
H -3.42362 1.76942 -2.50974 1.916 0.893 1.290 0.1759
H -3.48163 0.55437 -0.37539 -9.687 -1.820 6.249 0.0039
H -2.29827 -0.15383 -1.28420 -0.292 -1.484 -2.002 0.1017
C -1.26604 -0.25265 1.04063 -4.404 -6.141 1.604 -0.4026
H -2.43834 -1.18992 1.30780 1.947 1.577 0.056 0.1656
C -0.44950 -1.15819 0.33935 4.701 4.029 -1.995 -0.1560
H -0.26433 -2.02989 0.70160 1.756 -5.196 3.827 0.0484
H -0.76758 -1.55080 -0.53259 -1.912 -0.059 -3.657 0.0750
C 1.02789 -0.35136 0.02047 -5.829 3.093 4.130 -0.0867
C 1.88070 -1.10655 -0.77722 3.760 -3.136 5.407 -0.3689
C 1.79766 -1.20829 -2.03639 -1.715 0.424 -10.769 0.0016
C 2.59521 -1.99640 -2.99284 -0.526 2.663 1.747 -0.0524
C 3.61512 -2.69915 -2.30194 2.660 -0.520 -13.883 -0.0451
C 3.62917 -2.77945 -1.07177 1.073 -2.062 13.345 -0.2454
C 2.81577 -2.02421 -0.24176 0.057 0.462 4.705 0.0708
H 2.91181 -2.09465 1.10984 -0.310 0.090 -4.724 0.2086
O 4.47799 -3.77135 -0.42833 0.409 2.277 -0.950 -0.1344
C 4.83187 -3.62645 0.99115 -3.614 -7.445 -1.225 -0.0769
H 5.46953 -4.58776 1.15667 0.208 2.631 -0.306 0.1209
H 3.89108 -4.22341 1.42546 1.380 2.062 0.133 0.1174
H 4.95490 -2.70909 1.44877 0.835 1.806 0.484 0.0444
O 4.73177 -3.41336 -3.10067 -18.720 -2.723 -0.919 -0.1010
C 5.91208 -3.21255 -3.09259 8.890 -1.184 4.060 -0.2712
H 6.34717 -3.80736 -3.87443 1.172 -0.740 0.223 0.1206
H 6.07934 -2.28116 -3.26877 2.277 6.495 -1.676 0.0364
H 6.07812 -3.29932 -1.99919 2.904 -0.754 -0.109 0.1151
O 2.36922 -1.59969 -4.33770 -0.193 -0.944 2.925 -0.0608
C 3.07714 -2.24724 -5.32338 7.248 -6.324 9.675 -0.0871
H 4.18289 -2.16610 -5.16601 -0.747 1.302 -0.902 0.0954
H 3.29858 -3.52827 -5.10846 -1.820 3.111 -0.513 0.1789
H 2.70219 -2.16619 -6.15308 -3.809 1.422 -8.855 -0.0177
H 1.04561 -0.54680 -2.58315 0.954 -0.837 0.623 0.1593
H 1.17756 -0.18481 1.18548 1.124 -0.064 -2.591 0.1493
H 0.65160 0.67496 -0.44566 1.038 -2.177 0.927 0.1462
H -1.07102 0.10963 1.99154 1.155 -0.263 2.033 0.0925
H -1.01247 2.30989 1.91012 -0.991 -1.143 -0.614 0.1333
H -4.71093 1.70763 4.24246 -0.117 1.423 0.196 0.1353
H -5.30067 3.03993 3.32633 -4.636 1.316 -2.466 0.0383
H -5.40168 3.61958 5.86730 0.498 0.277 -0.879 0.0902
```
Positions in Å, forces in eV/Å.

Total charge: 0
Energy relative to the best compared isomer or geometry (same formula, charge and spin) in eV: 23.778

[2]
The following is a DFT calculation (ωB97M-V/def2-TZVPD) of one molecule with the formula C5H6O2.

```
13
Properties=species:S:1:pos:R:3:forces:R:3:lowdin_charge:R:1
O -2.76881 -0.65461 0.11562 0.248 0.702 0.056 0.1091
C -1.62493 -0.31889 -0.00499 -0.586 -0.135 0.027 -0.3641
C -0.78880 0.99579 0.13418 -0.060 -0.056 -0.182 0.0206
C 0.42690 0.09266 -0.12852 -0.059 -0.052 0.128 -0.4553
C 1.79175 0.28674 0.31061 0.119 -0.021 0.386 -0.0710
O 1.43690 0.38827 -1.06687 0.032 0.233 -0.152 -0.0002
C -0.40745 -1.16914 -0.29651 -0.042 -0.136 0.051 -0.0020
H -0.84621 1.53554 1.09570 0.044 -0.489 -0.266 0.1268
H -0.90675 1.74836 -0.65266 -0.294 -0.245 -0.054 0.1280
H 2.02421 1.24610 0.76999 0.176 -0.218 0.062 0.1189
H 2.38004 -0.57862 0.60815 0.109 0.180 -0.149 0.1188
H -0.40901 -1.58775 -1.30910 0.097 0.136 0.120 0.1388
H -0.30785 -1.98447 0.42442 0.215 0.102 -0.026 0.1315
```
Positions in Å, forces in eV/Å.

Total charge: 0
Energy relative to the best compared isomer or geometry (same formula, charge and spin) in eV: 2.108
Structure (SMILES): O=C1CC2(CO2)C1

[3]
The following is a DFT calculation (ωB97M-V/def2-TZVPD) of a 3-piece molecular cluster, C31H63B2F2N4O14S2 overall at a distorted geometry.

```
118
Properties=species:S:1:pos:R:3:forces:R:3:lowdin_charge:R:1
C -4.89087 -3.20930 5.02136 0.718 -0.753 -0.666 -0.1219
C -3.80937 -2.47527 3.98562 0.943 -1.075 0.755 -0.2156
C -4.15798 -2.86381 2.41877 -1.754 0.783 2.138 -0.1509
N -2.94319 -3.23976 1.58367 1.730 0.668 -1.223 -0.0227
C -2.95194 -4.73863 1.20560 -0.615 -1.057 -2.107 -0.4063
S -2.39196 -5.85649 2.61012 -0.459 -0.175 -0.637 0.8039
C -3.08481 -7.55943 2.13869 -1.593 -0.842 -0.637 -0.5024
C -3.69170 -8.27645 3.50366 0.592 1.105 -0.380 -0.1761
C -1.93499 -2.35172 1.18079 -1.026 -0.181 0.479 -0.0321
N -2.09488 -0.90024 1.52702 1.353 -2.507 -1.884 0.0043
C -3.13075 -0.15071 0.75338 -3.148 0.466 0.542 -0.0597
C -3.76197 -0.86696 -0.56783 0.328 2.748 -7.681 -0.2305
O -3.47929 -0.29117 -1.77081 -1.782 -3.511 8.062 -0.0158
O -4.66906 -2.02065 -0.62877 0.710 2.824 1.068 -0.0227
C -0.80292 -0.15092 1.73346 0.339 1.417 -0.003 -0.1191
C -0.15722 -0.28971 3.23149 0.278 1.041 2.141 -0.1765
C -0.10789 1.20599 3.98235 1.045 -0.311 -0.097 -0.0462
F -0.96598 -1.14266 4.17200 1.362 1.436 -2.461 -0.1110
C 0.21933 -0.34987 0.47199 -0.058 2.148 -1.517 -0.1469
F 1.61105 -0.14537 0.93589 -3.140 -1.118 -0.858 -0.0118
C -0.02863 0.89379 -0.62356 0.951 0.678 -0.350 -0.0855
C 0.60063 2.33941 -0.05997 0.242 -0.115 0.280 -0.1625
C 2.02496 2.71071 -0.78148 0.725 0.991 0.022 -0.1628
C 3.36419 2.35701 0.09512 0.960 -0.849 -0.223 -0.2318
O 4.23365 3.54535 0.34520 -0.028 -1.849 1.178 -0.1658
C -0.00906 -1.77149 -0.37853 1.361 0.323 0.587 -0.2945
N -0.70826 -1.58763 -1.70059 -3.369 -6.090 -0.784 0.1009
C -1.41028 -2.73476 -2.09332 4.206 0.329 0.843 -0.4531
S -1.71417 -4.35002 -2.58579 0.564 5.886 1.602 0.7869
O 1.38385 -2.31150 -0.53908 -1.856 1.376 -2.039 0.0909
B 1.98877 -1.93337 -1.82555 1.520 1.171 -2.064 -0.4818
O 1.91872 -2.78048 -3.04998 -1.573 2.405 2.333 0.0646
O 2.77298 -0.66605 -1.96041 -1.944 -3.062 -0.432 0.0756
N -0.74795 -2.82973 0.39870 -1.271 1.639 3.502 0.1693
B 0.31062 -3.55582 1.18854 3.309 -4.462 1.363 -0.5431
O 0.60688 -4.96060 0.72641 0.697 3.265 1.437 0.0469
O 1.05588 -3.11836 2.37067 -1.005 -0.824 -2.519 0.1076
H -5.94411 -3.28829 4.50354 1.916 0.387 1.344 0.0806
H -4.90665 -2.71374 6.08227 -0.165 -0.770 -2.272 0.0881
H -4.49930 -4.32542 5.18162 -0.930 2.410 -0.416 0.0837
H -3.70334 -1.32365 4.16630 -0.338 -2.259 -0.510 0.1078
H -2.75791 -2.97397 4.25089 -2.207 1.317 -0.682 0.1108
H -4.92752 -3.77497 2.50566 2.227 1.776 -0.651 0.1445
H -4.79475 -1.98036 1.99072 1.569 -1.737 0.308 0.1189
H -2.31824 -4.95711 0.23321 -1.041 0.915 2.098 0.0816
H -4.06324 -5.08393 0.93946 2.354 1.249 0.614 0.1213
H -2.30993 -8.22253 1.55863 -1.344 1.442 1.353 0.0929
H -4.00664 -7.41526 1.41254 1.902 -0.049 1.359 0.0883
H -4.39403 -9.17528 3.20684 1.633 1.818 0.727 0.0943
H -2.77140 -8.58097 4.16219 -2.034 0.299 -1.145 0.0839
H -4.29326 -7.42393 4.06804 1.142 -2.037 -1.126 0.0745
H -2.84246 0.94930 0.42273 -0.118 -2.716 0.559 0.1587
H -4.04977 0.00817 1.50243 1.727 -0.323 -1.672 0.1502
H -5.60034 -1.75388 -0.93226 2.113 -0.120 0.258 0.1597
H -1.10172 1.00829 1.68740 0.567 -2.710 0.018 0.1563
H 0.92920 -0.69793 3.29988 -2.279 0.383 -0.667 0.1436
H -1.04178 1.40010 4.66582 1.710 -0.448 -1.626 0.0988
H 0.07279 2.07856 3.18838 -0.590 -1.944 1.758 0.0839
H 0.85364 1.20047 4.67805 -2.150 0.029 -1.407 0.1011
H -1.15321 0.98984 -0.94914 2.133 -0.364 0.872 0.1081
H 0.57545 0.70962 -1.63743 -1.368 -0.037 2.395 0.1215
H 0.81648 2.28465 1.11315 -0.602 0.129 -2.553 0.0994
H -0.14576 3.22692 -0.25585 1.343 -1.925 0.381 0.1185
H 2.15522 2.20517 -1.83645 -0.513 0.898 2.152 0.1099
H 2.05908 3.88498 -0.97958 -0.065 -2.508 0.517 0.1311
H 4.04353 1.61194 -0.54389 -1.695 1.287 1.488 0.1275
H 3.15074 1.88877 1.15569 0.003 0.709 -2.274 0.1194
H 4.89059 3.22143 1.05428 -1.516 0.892 -1.684 0.1100
H 1.06407 -2.50023 -3.49690 1.392 -0.722 0.542 0.0980
H 3.04366 -0.51298 -2.91399 -0.471 -0.637 1.615 0.1313
H 1.49311 -5.26167 1.10633 -1.946 0.483 -0.718 0.1234
H 1.86052 -3.68307 2.56474 -1.604 0.898 -0.404 0.1393
C -2.23725 -0.91036 -4.54653 0.130 0.125 -0.648 -0.1249
O -2.05607 -1.30795 -5.89859 -0.329 -0.283 0.533 -0.1945
C -1.88349 -2.71754 -6.04990 0.110 0.447 -0.619 -0.1884
C -2.68203 -3.25005 -7.24458 -0.016 -0.217 0.239 -0.1663
O -4.10247 -3.22791 -7.07687 0.241 0.469 0.038 -0.1254
C -4.73112 -1.93478 -7.05618 -0.169 -0.234 -0.389 -0.1636
C -4.66565 -1.16661 -8.38272 0.307 0.140 0.637 -0.1861
O -3.34678 -0.69640 -8.63534 -0.015 -0.445 -0.158 -0.2078
C -2.95489 -0.82003 -9.98859 -0.049 0.037 0.024 -0.1114
H -1.27283 -0.89861 -4.02650 -0.096 0.052 0.115 0.0643
H -2.65573 0.10170 -4.54283 0.154 -0.169 -0.020 0.0990
H -2.94276 -1.56734 -4.02737 0.009 0.002 0.029 0.0651
H -2.16857 -3.25735 -5.14237 -0.162 0.078 -0.039 0.0627
H -0.80891 -2.88817 -6.22591 -0.154 -0.269 -0.031 0.1293
H -2.41857 -4.30719 -7.36305 -0.125 0.043 0.126 0.1284
H -2.38924 -2.76621 -8.17428 0.055 0.262 0.126 0.1104
H -4.36044 -1.34055 -6.22762 0.229 0.215 -0.056 0.1051
H -5.78687 -2.13315 -6.84019 0.102 -0.112 -0.150 0.1262
H -5.31718 -0.28771 -8.31995 -0.237 -0.129 0.040 0.1264
H -5.02591 -1.81008 -9.18769 0.056 -0.078 -0.081 0.1228
H -3.22659 -1.80330 -10.40088 -0.032 0.166 0.041 0.0895
H -1.87003 -0.72538 -10.04718 -0.050 0.101 0.118 0.0890
H -3.41120 -0.02801 -10.58940 -0.008 -0.084 -0.161 0.0890
C 8.44663 6.38751 1.54978 -0.056 0.449 0.144 -0.1086
O 7.39733 7.19196 2.07017 0.012 -0.685 -0.043 -0.2067
C 6.10125 6.76147 1.65243 0.034 0.649 0.312 -0.1818
C 5.10232 6.79835 2.81402 -0.040 -0.206 -0.297 -0.1722
O 5.33022 5.82253 3.83485 0.370 0.271 0.038 -0.1345
C 6.49926 6.00297 4.65253 -0.373 0.034 0.248 -0.1654
C 6.46835 7.24434 5.55370 0.436 -0.153 -0.590 -0.1878
O 6.62599 8.43382 4.78909 -0.497 -0.073 0.034 -0.2052
C 5.79175 9.49258 5.21712 0.090 -0.066 0.007 -0.1134
H 8.64022 6.65352 0.50459 0.058 -0.204 -0.003 0.0885
H 9.34879 6.58222 2.13936 -0.181 0.088 -0.114 0.0907
H 8.21332 5.32114 1.63523 -0.027 -0.006 -0.088 0.0831
H 6.13100 5.75730 1.21996 0.044 -0.051 0.069 0.1079
H 5.77223 7.46208 0.86776 -0.216 -0.247 0.099 0.1299
H 4.11616 6.56153 2.39882 0.128 -0.159 0.022 0.1246
H 5.01274 7.79638 3.23839 0.284 0.070 -0.017 0.1078
H 7.39992 5.96549 4.04886 0.121 0.283 -0.089 0.1067
H 6.53213 5.12208 5.30335 -0.170 0.104 -0.012 0.1245
H 7.30732 7.19702 6.25712 -0.065 -0.229 0.130 0.1260
H 5.53686 7.25088 6.12300 -0.127 0.059 -0.012 0.1201
H 4.76409 9.14774 5.40590 0.154 0.022 0.046 0.0873
H 5.74861 10.24329 4.42726 0.153 -0.064 -0.003 0.0892
H 6.19894 9.95449 6.12117 -0.150 0.066 0.085 0.0879
```
Positions in Å, forces in eV/Å.

Total charge: +1

| no. | LUMO energy (eV) |
| --- | --- |
| 1 | 0.8 |
| 2 | 0.8 |
| 3 | -4.1 |